{"formula": "C36H40N5O2PSTl", "method": "the ωB97M-V functional and the def2-TZVPD basis", "e_tot_ha": -2731.99644, "e_homo_ev": -10.366, "charge": 1, "e_lumo_ha": -0.09810, "homo_lumo_gap_ev": 7.696, "multiplicity": 1, "elements": ["Tl", "C", "O", "C", "N", "C", "C", "C", "C", "C", "C", "C", "C", "C", "C", "C", "C", "N", "C", "N", "C", "C", "O", "C", "C", "C", "C", "C", "C", "H", "H", "H", "H", "H", "H", "H", "H", "H", "H", "H", "H", "H", "H", "H", "H", "H", "H", "H", "N", "C", "N", "C", "C", "C", "C", "C", "C", "S", "H", "H", "H", "H", "H", "H", "C", "C", "P", "C", "C", "C", "C", "H", "H", "H", "H", "H", "H", "H", "H", "H", "H", "H", "H", "H", "H", "H"], "coordinates": [[0.029663, 0.371522, -0.900799], [-1.119434, 4.853669, 1.411168], [-1.260603, 3.789448, 2.388663], [-0.934238, 2.656193, 1.745412], [-0.629059, 2.720160, 0.516642], [-0.828166, 4.117102, 0.086693], [-1.927194, 4.124947, -0.952526], [-1.592346, 4.133894, -2.302409], [-2.574656, 4.014709, -3.274535], [-3.905141, 3.889734, -2.902306], [-4.247433, 3.883497, -1.557613], [-3.262039, 3.994564, -0.587363], [-1.017541, 1.394287, 2.514572], [-1.282012, 1.384133, 3.878713], [-1.399828, 0.158296, 4.512704], [-1.265702, -1.004601, 3.770511], [-0.999891, -0.885379, 2.412852], [-0.870707, 0.285394, 1.797788], [-0.874793, -2.070446, 1.534199], [-0.549902, -2.013700, 0.307188], [-0.612465, -3.387116, -0.233363], [-0.885823, -4.241351, 1.027581], [-1.138927, -3.267093, 2.074671], [-1.665434, -3.511845, -1.311163], [-1.343299, -4.049860, -2.549273], [-2.309680, -4.168251, -3.538914], [-3.606250, -3.741592, -3.295801], [-3.936616, -3.209154, -2.056576], [-2.971869, -3.098943, -1.068236], [-2.042694, 5.427340, 1.403912], [-0.297037, 5.490691, 1.729356], [0.093393, 4.481607, -0.368373], [-0.552159, 4.231369, -2.593844], [-2.302475, 4.021977, -4.322240], [-4.674046, 3.800222, -3.658829], [-5.284597, 3.790222, -1.261779], [-3.544748, 3.968134, 0.460295], [-1.397560, 2.315687, 4.413958], [-1.606715, 0.109047, 5.573370], [-1.369879, -1.982498, 4.218643], [0.357883, -3.639128, -0.665741], [-1.764226, -4.874600, 0.940121], [-0.026061, -4.834032, 1.334062], [-0.325101, -4.367850, -2.748611], [-2.045689, -4.583589, -4.504036], [-4.359334, -3.821457, -4.069420], [-4.948240, -2.875197, -1.863032], [-3.236680, -2.673965, -0.104478], [1.133353, -2.371365, -4.252775], [-0.080893, -1.777449, -4.428790], [-0.700539, -1.128046, -3.501823], [-1.946375, -0.707501, -3.952743], [-2.869541, 0.027028, -3.212824], [-4.074597, 0.374801, -3.794942], [-4.378343, -0.006909, -5.102137], [-3.473170, -0.736959, -5.853552], [-2.261930, -1.074034, -5.267916], [-0.931573, -1.973861, -5.948120], [1.657104, -2.079293, -3.444666], [1.668904, -2.639793, -5.059125], [-2.647817, 0.309587, -2.191411], [-4.794379, 0.949692, -3.225706], [-5.329199, 0.271499, -5.537340], [-3.705427, -1.031202, -6.868751], [4.634977, 2.036151, 1.514648], [4.418252, 0.535581, 1.334230], [3.065542, 0.184254, 0.138377], [3.072661, -1.662107, 0.002582], [4.384412, -2.430936, 0.144757], [3.750992, 0.778360, -1.470210], [5.154419, 0.366745, -1.903277], [5.382145, 2.231651, 2.283510], [3.709560, 2.536030, 1.808020], [4.986446, 2.500201, 0.591224], [4.123110, 0.079714, 2.283076], [5.345508, 0.048372, 1.025443], [2.586171, -1.892853, -0.953628], [2.367658, -2.006978, 0.765915], [5.119243, -2.143078, -0.604736], [4.211157, -3.503990, 0.046392], [4.831477, -2.264794, 1.124858], [3.684478, 1.869457, -1.414156], [3.018702, 0.495000, -2.233965], [5.895011, 0.586019, -1.132491], [5.450293, 0.908497, -2.802667], [5.213257, -0.697389, -2.128795]], "atomic_forces_ev_per_a": [[-0.01, 0.14, -0.03], [-0.01, -0.01, -0.03], [-0.07, -0.03, 0.07], [0.04, 0.10, -0.22], [0.06, -0.07, 0.17], [-0.03, 0.01, 0.02], [0.04, -0.03, -0.05], [0.01, 0.01, 0.03], [-0.01, 0.02, -0.02], [0.01, 0.02, -0.02], [-0.02, -0.01, 0.02], [-0.03, -0.02, 0.04], [-0.02, -0.03, 0.05], [0.02, 0.02, -0.01], [-0.01, -0.01, 0.02], [0.01, -0.01, 0.00], [-0.05, 0.02, 0.04], [-0.01, -0.01, 0.02], [0.09, -0.06, -0.24], [0.02, -0.07, 0.03], [-0.04, -0.01, 0.03], [0.02, 0.02, 0.01], [-0.01, 0.05, 0.08], [0.00, 0.00, 0.03], [0.02, -0.10, 0.06], [-0.01, -0.05, -0.01], [-0.01, -0.01, -0.01], [-0.05, 0.00, 0.01], [0.02, 0.07, 0.01], [0.00, 0.00, -0.01], [0.01, -0.01, 0.01], [0.00, 0.01, 0.00], [-0.01, 0.00, 0.00], [0.00, -0.01, 0.02], [0.01, 0.01, 0.00], [0.01, 0.00, 0.00], [0.02, 0.01, -0.02], [0.00, -0.01, -0.01], [0.00, 0.00, -0.01], [0.01, 0.01, -0.01], [0.00, 0.01, 0.01], [-0.01, 0.00, -0.01], [-0.01, -0.02, 0.00], [-0.04, 0.01, 0.00], [-0.02, 0.00, 0.05], [0.01, 0.00, 0.01], [0.02, 0.00, -0.01], [0.01, -0.01, -0.02], [0.04, -0.06, 0.05], [-0.19, 0.02, -0.01], [0.16, 0.09, -0.07], [-0.03, 0.00, -0.03], [0.01, -0.04, -0.03], [-0.02, -0.01, 0.03], [-0.03, 0.01, -0.01], [0.02, 0.00, -0.03], [0.04, -0.01, 0.03], [0.01, 0.05, 0.00], [0.01, 0.03, -0.03], [0.02, 0.04, -0.02], [-0.02, 0.02, 0.01], [0.02, -0.02, -0.01], [0.01, -0.01, 0.01], [0.00, 0.00, 0.01], [-0.01, 0.02, -0.01], [-0.01, -0.02, -0.01], [-0.04, -0.07, -0.03], [0.00, -0.05, 0.05], [0.02, 0.01, 0.00], [0.01, 0.05, 0.03], [0.03, -0.02, 0.03], [0.00, 0.00, 0.00], [0.02, 0.00, 0.00], [0.00, 0.00, 0.01], [-0.01, 0.00, 0.00], [-0.01, 0.00, -0.01], [0.02, 0.01, -0.01], [0.00, 0.00, -0.01], [-0.01, -0.01, 0.02], [0.00, 0.01, 0.00], [0.00, 0.00, 0.00], [0.01, 0.00, 0.00], [-0.01, -0.02, 0.00], [-0.01, 0.00, -0.02], [-0.01, 0.00, 0.01], [-0.01, 0.02, -0.01]]}